A structure of composition C19H29N4O2P2Rh at a distorted geometry. Source: OMol25; level of theory: the ωB97M-V functional and the def2-TZVPD basis.

electronic energy = -1903.9794 Ha
HOMO (alpha / beta) = -4.276 / -8.577 eV
frontier orbital gap (alpha / beta) = 0.153 / 0.248 Ha
spin multiplicity = 5

CARTESIAN COORDINATES (ANGSTROEM)
C (-0.101, 2.233, -3.791)
C (0.256, 1.728, -2.538)
N (-0.123, 0.488, -2.188)
C (-0.771, -0.363, -3.006)
C (-1.023, 0.064, -4.313)
C (-0.695, 1.361, -4.709)
C (1.182, 2.471, -1.607)
P (1.420, 1.644, 0.049)
Rh (0.656, -0.379, -0.519)
P (-1.113, -1.853, -0.667)
C (-1.094, -1.754, -2.503)
C (0.298, -0.782, 2.302)
C (1.601, -0.943, 2.723)
C (1.847, -1.408, 4.009)
C (0.767, -1.705, 4.843)
C (-0.568, -1.496, 4.421)
C (-0.788, -1.036, 3.106)
O (-3.253, 5.553, -0.749)
O (-4.612, 1.003, -0.713)
H (0.176, 3.282, -3.970)
H (-1.487, -0.656, -4.973)
H (-0.897, 1.718, -5.706)
C (3.218, 1.705, 0.106)
C (0.793, 2.737, 1.382)
H (-2.073, -2.024, -2.883)
H (-0.346, -2.483, -2.836)
H (0.866, 3.504, -1.525)
H (2.192, 2.501, -2.043)
C (-0.715, -3.577, -0.196)
C (-2.907, -1.769, -0.284)
H (2.392, -0.689, 2.018)
H (2.886, -1.524, 4.331)
H (0.975, -2.087, 5.833)
H (-1.406, -1.708, 5.105)
H (-1.804, -0.826, 2.710)
H (-3.915, 1.686, -0.800)
H (-5.204, 1.416, -0.043)
H (-2.762, 4.746, -0.585)
H (-2.563, 6.176, -1.091)
H (0.219, -0.367, 1.269)
H (3.626, 2.676, -0.188)
H (3.558, 1.464, 1.106)
H (3.586, 0.954, -0.581)
H (1.438, 3.613, 1.558)
H (-0.229, 3.088, 1.170)
H (0.759, 2.142, 2.305)
H (-3.438, -2.611, -0.777)
H (-3.075, -1.868, 0.801)
H (-3.359, -0.813, -0.611)
H (-1.583, -4.248, -0.316)
H (0.128, -3.921, -0.809)
H (-0.415, -3.567, 0.862)
N (2.003, -1.694, -0.722)
C (2.861, -2.493, -0.553)
N (3.754, -3.373, -0.589)
C (4.370, -3.920, 0.449)
N (4.951, -4.448, 1.324)

Forces on atoms 1 to 6 (eV/Å):
C 1.25 0.43 2.70
C -0.40 1.95 -2.27
N 1.01 -0.46 1.97
C -1.19 -0.13 -3.17
C -0.17 -1.29 1.74
C -0.46 0.34 -1.26

A cluster of 7 separate species, C19H29N7O6 in total at a distorted geometry. Source: OMol25; level of theory: the ωB97M-V functional and the def2-TZVPD basis.

electronic energy = -1575.7709 Ha
HOMO = -8.371 eV
frontier orbital gap = 0.308 Ha
spin multiplicity = 1
SMILES string = C[N+](=O)[O-].C[N+](=O)[O-].C[N+](=O)[O-].c1cc[nH]c1.c1cc[nH]c1.c1cc[nH]c1.c1cc[nH]c1

CARTESIAN COORDINATES (ANGSTROEM)
C (-1.335, 3.676, -1.805)
N (-0.989, 4.851, -2.594)
O (0.096, 5.417, -2.327)
O (-1.669, 5.075, -3.536)
H (-2.364, 3.753, -1.547)
H (-0.630, 3.685, -1.000)
H (-1.106, 2.792, -2.405)
C (-2.022, -1.674, 2.121)
N (-0.779, -1.250, 2.814)
O (0.148, -1.993, 2.641)
O (-0.807, -0.227, 3.495)
H (-2.802, -0.927, 2.194)
H (-2.462, -2.505, 2.719)
H (-1.685, -1.961, 1.141)
C (-2.269, 3.071, 3.258)
N (-3.495, 2.258, 3.115)
O (-4.145, 2.091, 4.165)
O (-3.845, 1.777, 2.051)
H (-2.240, 3.757, 2.439)
H (-1.381, 2.419, 3.377)
H (-2.410, 3.472, 4.263)
C (-3.555, -2.394, -2.656)
C (-2.429, -3.303, -2.693)
C (-2.695, -4.285, -1.769)
N (-3.826, -3.906, -1.069)
C (-4.336, -2.775, -1.591)
H (-3.720, -1.520, -3.245)
H (-1.603, -3.221, -3.388)
H (-2.081, -5.117, -1.410)
H (-4.113, -4.393, -0.263)
H (-5.200, -2.295, -1.158)
C (3.746, 1.835, 1.450)
C (4.851, 2.677, 1.705)
C (5.147, 2.704, 3.044)
N (4.261, 1.808, 3.603)
C (3.430, 1.333, 2.648)
H (3.218, 1.753, 0.508)
H (5.416, 3.196, 0.941)
H (5.907, 3.162, 3.632)
H (4.227, 1.632, 4.574)
H (2.586, 0.713, 2.915)
C (1.810, -2.514, -3.659)
C (1.981, -3.445, -2.621)
C (3.076, -3.109, -1.853)
N (3.578, -1.923, -2.393)
C (2.801, -1.579, -3.481)
H (1.095, -2.630, -4.432)
H (1.401, -4.317, -2.427)
H (3.394, -3.452, -0.889)
H (4.364, -1.420, -2.024)
H (2.993, -0.647, -4.027)
C (-0.714, 0.601, 0.134)
C (0.627, 0.718, 0.590)
C (1.394, -0.187, -0.062)
N (0.614, -0.782, -1.038)
C (-0.688, -0.286, -0.919)
H (-1.595, 1.105, 0.523)
H (0.998, 1.307, 1.412)
H (2.445, -0.397, -0.063)
H (0.903, -1.512, -1.662)
H (-1.518, -0.691, -1.462)

Forces on atoms 1 to 6 (eV/Å):
C 1.02 -0.46 0.23
N 3.31 0.10 0.50
O -1.90 -0.55 -0.25
O -1.28 0.98 -1.48
H -0.71 -0.18 0.32
H -0.09 -0.16 0.79

An isolated molecule of C19H29NO at a distorted geometry. Source: OMol25; level of theory: the ωB97M-V functional and the def2-TZVPD basis.

electronic energy = -871.1829 Ha
HOMO = -7.690 eV
frontier orbital gap = 0.310 Ha
spin multiplicity = 1
SMILES string = C#C/C=C\C[C@H]1CCC[C@H]2[C@@H]1CC[C@@H]1CC[C@H](CCO)N12

CARTESIAN COORDINATES (ANGSTROEM)
C (-3.068, 1.673, -3.843)
C (-1.849, 1.799, -4.233)
C (-0.536, 2.249, -4.687)
C (0.596, 1.713, -4.053)
C (0.645, 0.784, -2.833)
C (0.943, 1.546, -1.598)
C (-0.115, 2.689, -1.330)
C (-1.404, 2.126, -0.678)
C (-1.104, 1.251, 0.472)
C (-0.208, 0.055, 0.139)
C (1.116, 0.508, -0.442)
C (1.958, 1.148, 0.672)
C (2.173, 0.283, 1.871)
C (0.907, -0.276, 2.374)
C (0.682, -1.124, 3.637)
C (-0.720, -1.746, 3.384)
C (-1.107, -1.667, 1.827)
C (-1.095, -3.170, 1.428)
C (0.356, -3.590, 0.934)
O (0.436, -4.842, 0.272)
N (0.042, -0.826, 1.327)
H (-4.115, 1.541, -3.608)
H (-0.479, 2.692, -5.762)
H (1.517, 1.929, -4.509)
H (-0.333, 0.309, -2.814)
H (1.383, 0.109, -3.055)
H (1.827, 2.144, -1.845)
H (-0.212, 3.304, -2.241)
H (0.346, 3.276, -0.516)
H (-2.146, 1.604, -1.342)
H (-1.956, 2.974, -0.249)
H (-0.578, 1.950, 1.177)
H (-2.052, 0.849, 0.881)
H (-0.804, -0.549, -0.541)
H (1.743, -0.240, -0.920)
H (1.710, 2.200, 0.986)
H (2.949, 1.275, 0.193)
H (2.699, 0.869, 2.628)
H (2.799, -0.515, 1.500)
H (0.356, 0.645, 2.558)
H (1.388, -1.996, 3.574)
H (0.615, -0.438, 4.494)
H (-1.453, -1.266, 4.004)
H (-0.606, -2.783, 3.731)
H (-2.124, -1.210, 1.658)
H (-1.621, -3.338, 0.506)
H (-1.496, -3.804, 2.145)
H (1.098, -3.631, 1.757)
H (0.620, -2.966, 0.054)
H (0.280, -5.515, 0.913)

Forces on atoms 1 to 6 (eV/Å):
C 6.09 0.54 -2.22
C -6.05 0.57 1.67
C 1.64 -2.43 -0.08
C -3.18 0.69 -1.03
C -2.80 2.51 -2.17
C -0.97 1.13 0.70